# 1
Density functional theory data (ωB97M-V/def2-TZVPD) for C25H28N5O6Pb as an isolated structure.

```
! RIJCOSX wB97M-V def2-TZVPD def2/J DEFGRID3
* xyz -1 1
Pb -0.1921 -0.2470 -0.3022
N 1.6666 -0.2203 1.4254
C 1.9009 1.1959 1.7070
C 1.9368 2.0347 0.4141
O 2.7571 2.9435 0.3044
N 1.0101 1.6670 -0.4572
C 0.8924 2.4194 -1.6872
C 0.3835 1.5731 -2.8749
O 0.5217 2.0195 -4.0064
O -0.1798 0.4603 -2.6040
H 2.4824 -0.6349 0.9904
H 1.4465 -0.7373 2.2680
H 1.0507 1.5706 2.2814
H 2.8246 1.3665 2.2743
H 0.1566 3.2268 -1.5586
H 1.8479 2.8810 -1.9559
O 0.6490 -3.1441 -0.3087
C 0.1689 -3.6709 -1.3012
C 0.4440 -3.2159 -2.7141
C -0.7964 -2.6135 -3.4046
C -2.1356 -3.0826 -2.8359
C -2.3698 -4.5897 -2.9621
C -1.2814 -5.4353 -2.2717
N -0.6215 -4.7623 -1.1801
H 0.8295 -4.0701 -3.2798
H 1.2270 -2.4598 -2.6766
H -0.7492 -2.8458 -4.4720
H -0.7545 -1.5288 -3.2942
H -2.9354 -2.5705 -3.3737
H -2.2263 -2.7763 -1.7913
H -2.4010 -4.8641 -4.0186
H -3.3446 -4.8302 -2.5319
H -0.5234 -5.7273 -3.0056
H -1.7195 -6.3563 -1.8780
H -0.8922 -4.9972 -0.2362
O -3.3741 -0.6622 0.1410
C -3.0861 0.1730 0.9765
N -3.9817 0.7432 1.8449
C -3.3442 1.7076 2.7020
C -1.8634 1.5429 2.2234
O -0.9255 2.1288 2.7289
N -1.8330 0.6484 1.2379
C -3.4686 1.3554 4.1737
C -2.5545 1.8639 5.0893
C -2.6720 1.5648 6.4333
C -3.7206 0.7831 6.8878
C -4.6441 0.2881 5.9837
C -4.5165 0.5662 4.6336
C -3.8606 3.1274 2.5429
C -5.2189 3.3505 2.3474
C -5.7173 4.6383 2.2621
C -4.8663 5.7229 2.3834
C -3.5133 5.5078 2.5831
C -3.0121 4.2207 2.6668
H -4.9687 0.7083 1.6654
H -1.7346 2.4658 4.7315
H -1.9413 1.9481 7.1304
H -3.8155 0.5550 7.9403
H -5.4708 -0.3174 6.3326
H -5.2362 0.1632 3.9370
H -5.9038 2.5176 2.2728
H -6.7759 4.7958 2.1089
H -5.2579 6.7284 2.3218
H -2.8416 6.3482 2.6780
H -1.9556 4.0621 2.8166
*
```

Its total energy is -51368.7068 eV. The energy above the lowest of the compared OMol25 structures with the same formula, charge and spin is 0.536 eV. The LUMO energy is 2.5297 eV. As for the highest occupied orbital energy: -0.1867 Eh.

Here are the Löwdin charges for atoms 1 to 6, given in e: 1.494, -0.080, -0.193, -0.587, -0.008, -0.128

# 2
Density functional theory data (ωB97M-V/def2-TZVPD) for one molecule with the formula C25H28N6O3S.

```
! RIJCOSX wB97M-V def2-TZVPD def2/J DEFGRID3
* xyz 0 1
C -3.7796 -3.4172 0.4774
C -2.4524 -2.7823 0.1979
C -2.2276 -2.0875 -0.9841
C -0.9915 -1.5332 -1.2499
C 0.0557 -1.6533 -0.3404
C -0.1664 -2.3391 0.8442
C -1.4054 -2.8996 1.1020
H -1.5615 -3.4358 2.0272
H 0.6305 -2.4470 1.5628
C 1.3443 -0.9311 -0.6834
N 1.1087 0.4939 -0.4261
C 0.9473 1.3033 -1.4882
O 1.2893 1.0047 -2.6156
C 0.1559 2.6037 -1.2372
N -1.2151 2.2003 -1.1435
N -2.0460 2.2146 -2.1531
N -3.1340 1.6567 -1.7653
C -2.9456 1.2871 -0.4809
N -1.7271 1.6337 -0.0685
C -3.9022 0.6027 0.3283
C -3.7452 0.1847 1.6231
C -4.8862 -0.4698 2.1183
C -5.8855 -0.5439 1.1974
S -5.4579 0.1828 -0.2975
H -6.8553 -0.9870 1.3084
H -4.9624 -0.8667 3.1147
H -2.8402 0.3451 2.1794
H 0.4595 3.1228 -0.3285
H 0.2552 3.2420 -2.1162
C 0.9670 0.8999 0.9628
C 1.9335 1.9864 1.3083
C 1.7839 3.1320 2.0349
C 3.0521 3.7645 2.0430
C 3.8718 2.9604 1.3167
O 3.2052 1.8833 0.8682
H 4.9077 3.0418 1.0546
H 3.3085 4.6869 2.5214
H 0.8880 3.4758 2.5104
H -0.0549 1.2211 1.1834
H 1.1907 0.0168 1.5687
C 2.6229 -1.3682 0.0456
O 2.6577 -1.6159 1.2365
N 3.6883 -1.4038 -0.7688
H 3.5704 -1.0986 -1.7224
C 5.0643 -1.6944 -0.3548
C 5.9322 -1.6301 -1.6102
H 6.9673 -1.8433 -1.3580
H 5.8862 -0.6393 -2.0582
H 5.6004 -2.3629 -2.3429
C 5.5203 -0.6450 0.6616
H 6.5473 -0.8334 0.9619
H 5.4541 0.3499 0.2277
H 4.8833 -0.6829 1.5404
C 5.1204 -3.0951 0.2583
H 4.4783 -3.1408 1.1326
H 6.1382 -3.3316 0.5558
H 4.7830 -3.8370 -0.4621
H 1.5040 -1.0132 -1.7642
H -0.8357 -0.9968 -2.1762
H -3.0269 -1.9771 -1.7031
H -3.7359 -4.4823 0.2469
H -4.0461 -3.3119 1.5268
H -4.5612 -2.9700 -0.1318
*
```

Its total energy is -52297.5376 eV. The energy above the lowest of the compared OMol25 structures with the same formula, charge and spin is 3.665 eV. As for the SMILES: Cc1ccc([C@H](C(=O)NC(C)(C)C)N(Cc2ccco2)C(=O)Cn2nnc(-c3cccs3)n2)cc1. The LUMO energy is 0.4065 eV. As for the highest occupied orbital energy: -0.3117 Eh.

Here are the Löwdin charges for atoms 1 to 6, given in e: -0.049, -0.281, -0.043, -0.023, -0.153, -0.015

# 3
Density functional theory data (ωB97M-V/def2-TZVPD) for C25H29Br2NO5S3Sr as an isolated structure.

```
! RIJCOSX wB97M-V def2-TZVPD def2/J DEFGRID3
* xyz 2 1
C -4.3257 1.5135 -0.0216
C -3.4235 0.1924 -0.2794
C -2.8127 0.2177 -1.7745
C -2.5607 -1.3358 -2.2141
O -1.4329 -1.7895 -1.4244
C -0.7714 -2.9310 -1.9937
C -0.0733 -2.8229 -3.4399
Br -0.2930 -4.3824 -4.6550
C 0.6957 -1.7325 -3.9177
C 1.3657 -1.7355 -5.3815
Br 0.9776 -0.1167 -2.8147
O -1.8964 -3.8528 -2.2811
S -2.1939 -4.5812 -0.7693
O -2.0508 -6.0743 -0.7604
O -3.5089 -4.0692 -0.2324
O -0.8100 -4.0934 0.1109
C 0.1221 -3.8721 -0.9942
C 1.6286 -3.4352 -0.6682
C 1.8337 -2.7886 0.8014
C 2.8577 -1.5412 0.6193
S 1.8559 0.0185 0.7145
C 2.9736 1.3707 1.3143
S 4.6576 1.2975 1.1978
N 2.4168 2.6170 1.9498
C 1.8064 2.1597 3.2558
C 0.3805 1.5137 3.4870
C -0.0257 1.0910 4.9388
C 0.9055 1.2444 6.1779
C 2.3126 1.8665 5.9432
C 2.7288 2.3136 4.5196
C 1.4605 3.3571 1.0794
C 0.2482 4.2935 1.5826
C -0.7468 5.0712 0.5634
C -0.5395 4.9789 -1.0315
C 0.6649 4.0876 -1.5636
C 1.6436 3.2791 -0.5474
H -5.3077 1.1555 0.4712
H -4.5859 2.0785 -0.9940
H -3.8264 2.2161 0.7318
H -4.0498 -0.7536 -0.1137
H -2.5449 0.1524 0.4762
H -1.7760 0.7132 -1.7549
H -3.4925 0.7050 -2.5490
H -3.5429 -1.8797 -1.9783
H -2.3765 -1.3124 -3.3432
H 0.5073 -1.6192 -6.1281
H 1.9330 -2.7017 -5.5847
H 2.0344 -0.8046 -5.4742
H 0.2065 -4.9285 -1.4388
H 1.9581 -2.7396 -1.5331
H 2.3053 -4.3576 -0.7190
H 0.8478 -2.4847 1.2952
H 2.3976 -3.5474 1.4614
H 3.3840 -1.5590 -0.4028
H 3.6038 -1.5079 1.4985
H -0.3476 1.3570 2.6076
H -1.0521 0.6062 5.1453
H 0.6227 0.9401 7.2402
H 3.0317 1.9693 6.8227
H 3.7783 2.7471 4.3777
H 0.0516 4.4245 2.7073
H -1.6113 5.7044 0.9451
H -1.1860 5.5289 -1.7911
H 0.8566 4.0263 -2.7000
H 2.4822 2.6874 -1.0574
Sr -0.3719 1.8550 0.2911
*
```

Its total energy is -211519.2723 eV. The LUMO energy is -7.3227 eV. As for the highest occupied orbital energy: -0.5213 Eh.

Here are the Löwdin charges for atoms 1 to 6, given in e: -0.104, -0.241, -0.162, -0.161, -0.128, -0.431

Number 1: HOMO-LUMO gap 7.61 eV. Number 2: HOMO-LUMO gap 8.89 eV. Number 3: HOMO-LUMO gap 6.86 eV.